A molecular structure, C12H6N4S3SbSeW. Source: the Open Molecules 2025 dataset; level of theory: ωB97M-V/def2-TZVPD.

Values from the calculation:
energy above the lowest of the compared OMol25 structures with the same formula, charge and spin: 0.0 kcal per mole
total charge: +4
spin multiplicity: 2
HOMO energy (spin up / spin down): -21.96 / -21.97 eV

CARTESIAN COORDINATES (ANGSTROEM)
1 W -0.05 -0.01 0.01
2 Se 3.09 -5.35 -4.38
3 N 1.46 -5.16 -3.68
4 C 1.46 -4.06 -3.00
5 C 0.31 -3.54 -2.28
6 C -0.92 -4.22 -2.26
7 C -1.99 -3.68 -1.55
8 C -1.80 -2.49 -0.88
9 N -0.62 -1.83 -0.90
10 C 0.44 -2.34 -1.59
11 C 1.73 -1.58 -1.58
12 N 1.81 -0.41 -0.89
13 C 2.96 0.30 -0.86
14 C 4.09 -0.12 -1.52
15 C 4.05 -1.30 -2.23
16 C 2.86 -2.04 -2.26
17 C 2.75 -3.30 -3.00
18 N 3.72 -3.83 -3.67
19 H -1.03 -5.15 -2.80
20 H -2.95 -4.18 -1.52
21 H -2.61 -2.03 -0.32
22 H 2.94 1.22 -0.29
23 H 5.00 0.48 -1.47
24 H 4.92 -1.67 -2.76
25 S -0.49 4.98 3.21
26 Sb -1.92 3.48 2.80
27 S -0.02 0.04 2.10
28 S -1.00 1.72 -0.66

And the natural (NBO) charges, in e, turn out to be: W 1.17; Se 1.55; N -0.58; C 0.32; C -0.13; C 0.01; C -0.18; C 0.15; N -0.58; C 0.20; C 0.28; N -0.59; C 0.14; C -0.18; C 0.01; C -0.13; C 0.22; N -0.56; H 0.30; H 0.31; H 0.26; H 0.26; H 0.31; H 0.30; S -0.19; Sb 1.19; S 0.09; S 0.09

=====

A molecular structure, C28H20BrIrN2OTe. Source: the Open Molecules 2025 dataset; level of theory: ωB97M-V/def2-TZVPD.

Values from the calculation:
total charge: +2
spin multiplicity: 5
HOMO energy (spin up / spin down): -13.45 / -14.37 eV

CARTESIAN COORDINATES (ANGSTROEM)
1 Ir 0.82 -0.88 -1.41
2 Br 6.65 -2.46 2.98
3 C 5.46 -2.15 1.64
4 C 5.93 -1.88 0.33
5 C 5.04 -1.64 -0.66
6 C 3.62 -1.65 -0.41
7 O 2.87 -1.38 -1.40
8 C 3.14 -1.97 0.93
9 C 1.74 -2.11 1.33
10 N 0.76 -1.99 0.53
11 C -0.60 -2.25 0.89
12 C -1.04 -2.66 2.12
13 C -2.41 -2.92 2.35
14 C -3.31 -2.81 1.33
15 C -2.88 -2.42 0.04
16 C -3.75 -2.33 -1.07
17 C -3.27 -1.97 -2.30
18 C -1.92 -1.66 -2.42
19 N -1.07 -1.71 -1.40
20 C -1.53 -2.11 -0.17
21 C 4.07 -2.20 1.91
22 H 7.00 -1.87 0.14
23 H 5.35 -1.43 -1.68
24 H 1.58 -2.38 2.37
25 H -0.35 -2.80 2.94
26 H -2.73 -3.22 3.33
27 H -4.36 -3.02 1.49
28 H -4.80 -2.57 -0.93
29 H -3.91 -1.92 -3.16
30 H -1.50 -1.36 -3.38
31 H 3.75 -2.43 2.92
32 Te 0.87 1.37 0.15
33 C 0.99 3.18 -0.90
34 C 1.44 4.27 -0.18
35 C 1.47 5.51 -0.80
36 C 1.06 5.64 -2.12
37 C 0.63 4.53 -2.83
38 C 0.59 3.28 -2.23
39 C -1.21 1.30 0.48
40 C -2.09 1.39 -0.58
41 C -3.46 1.38 -0.34
42 C -3.93 1.26 0.97
43 C -3.04 1.16 2.03
44 C -1.67 1.19 1.79
45 H 1.76 4.18 0.85
46 H 1.82 6.38 -0.26
47 H 1.09 6.61 -2.61
48 H 0.32 4.63 -3.87
49 H 0.27 2.42 -2.79
50 H -1.74 1.50 -1.60
51 H -4.16 1.47 -1.16
52 H -5.00 1.26 1.16
53 H -3.41 1.09 3.04
54 H -0.98 1.14 2.62

And the natural (NBO) charges, in e, turn out to be: Ir 1.01; Br 0.30; C -0.05; C -0.18; C -0.19; C 0.47; O -0.62; C -0.09; C 0.15; N -0.47; C 0.05; C -0.16; C -0.19; C -0.12; C -0.10; C -0.06; C -0.26; C 0.12; N -0.54; C 0.24; C -0.17; H 0.26; H 0.26; H 0.20; H 0.23; H 0.25; H 0.24; H 0.25; H 0.26; H 0.23; H 0.25; Te 0.73; C -0.31; C -0.23; C -0.18; C -0.17; C -0.21; C -0.17; C -0.31; C -0.19; C -0.22; C -0.19; C -0.18; C -0.24; H 0.23; H 0.24; H 0.24; H 0.24; H 0.20; H 0.21; H 0.23; H 0.24; H 0.24; H 0.23

=====

A molecular structure, CH5PS at a distorted geometry. Source: the Open Molecules 2025 dataset; level of theory: ωB97M-V/def2-TZVPD.

Values from the calculation:
energy above the lowest of the compared OMol25 structures with the same formula, charge and spin: 50.6 kcal per mole
total charge: 0
HOMO energy: -8.57 eV

CARTESIAN COORDINATES (ANGSTROEM)
1 C 0.21 1.31 0.45
2 P -0.02 -1.03 -0.14
3 S 0.54 -2.94 0.23
4 H 1.19 1.55 0.23
5 H -0.18 1.37 1.48
6 H -0.54 1.25 -0.31
7 H 0.18 -0.61 -1.49
8 H -1.37 -0.90 -0.44

And the natural (NBO) charges, in e, turn out to be: C -0.59; P 0.55; S -0.50; H 0.21; H 0.22; H 0.20; H -0.04; H -0.04

=====

2 unconnected molecules or ions with the total composition CH2O3PS at a distorted geometry. Source: the Open Molecules 2025 dataset; level of theory: ωB97M-V/def2-TZVPD.

Values from the calculation:
energy above the lowest of the compared OMol25 structures with the same formula, charge and spin: 39.9 kcal per mole
total charge: -1
HOMO energy (spin up / spin down): -3.72 / -3.72 eV

CARTESIAN COORDINATES (ANGSTROEM)
1 C 0.92 0.09 0.70
2 O 0.88 -1.11 -1.14
3 O 1.48 -0.53 1.50
4 O -1.40 1.73 1.40
5 P -1.15 0.55 0.54
6 S -1.38 1.08 -1.33
7 H 0.35 -1.53 -0.43
8 H 0.29 -0.30 -1.24

And the natural (NBO) charges, in e, turn out to be: C 0.40; O -0.95; O -0.55; O -1.12; P 1.05; S -0.78; H 0.46; H 0.49

=====

A molecular structure, C3H4N2O2. Source: the Open Molecules 2025 dataset; level of theory: ωB97M-V/def2-TZVPD.

Values from the calculation:
energy above the lowest of the compared OMol25 structures with the same formula, charge and spin: 159.6 kcal per mole
total charge: 0
HOMO energy (spin up / spin down): -9.68 / -9.68 eV

CARTESIAN COORDINATES (ANGSTROEM)
1 C -0.49 -0.04 1.02
2 N 0.17 1.18 0.70
3 C -0.13 -0.71 -0.46
4 C 1.32 -0.21 -0.46
5 O -0.68 0.93 -1.19
6 N 1.40 0.83 0.29
7 O -0.59 -1.72 -0.92
8 H -1.64 1.00 -1.09
9 H -1.55 0.08 1.20
10 H 0.01 -0.63 1.79
11 H 2.18 -0.72 -0.88

And the natural (NBO) charges, in e, turn out to be: C -0.35; N 0.10; C 0.57; C 0.08; O -0.79; N -0.21; O -0.55; H 0.46; H 0.23; H 0.24; H 0.23

=====

A molecular structure, C18H27F4Hg2N9 at a distorted geometry. Source: the Open Molecules 2025 dataset; level of theory: ωB97M-V/def2-TZVPD.

Values from the calculation:
total charge: 0
HOMO energy: -11.31 eV

CARTESIAN COORDINATES (ANGSTROEM)
1 Hg 0.92 1.01 -1.35
2 Hg 0.35 -2.64 -1.18
3 F 1.23 -4.09 -2.04
4 F 0.14 2.56 -0.44
5 F 1.84 -0.64 -1.98
6 F -0.52 -1.11 -0.25
7 C 0.89 4.69 -2.98
8 C 1.36 3.52 -3.64
9 N 1.52 2.49 -4.14
10 H 1.03 4.53 -1.90
11 H -0.16 4.71 -3.24
12 H 1.50 5.53 -3.25
13 C 1.47 -1.64 -5.13
14 C 0.26 -1.75 -4.40
15 N -0.71 -1.74 -3.83
16 H 1.65 -0.61 -5.40
17 H 1.34 -2.14 -6.14
18 H 2.32 -2.05 -4.52
19 C -2.72 0.59 -2.49
20 C -2.22 1.88 -3.09
21 N -1.69 2.85 -3.36
22 H -3.75 0.71 -2.13
23 H -2.11 0.22 -1.69
24 H -2.88 -0.08 -3.29
25 C 4.15 0.13 2.74
26 C 3.15 0.79 1.89
27 N 2.55 1.19 1.00
28 H 4.69 -0.58 2.17
29 H 3.61 -0.40 3.52
30 H 4.88 0.81 3.13
31 C 1.02 -5.92 0.53
32 C 0.79 -4.80 1.34
33 N 0.41 -3.86 1.90
34 H 0.21 -6.65 0.53
35 H 1.96 -6.40 0.81
36 H 1.14 -5.67 -0.55
37 C -2.78 3.05 -0.07
38 C -2.86 1.79 0.63
39 N -3.02 0.83 1.23
40 H -1.80 3.27 -0.52
41 H -3.06 3.87 0.61
42 H -3.49 3.00 -0.94
43 C 1.49 4.05 4.06
44 C 0.23 4.81 4.25
45 N -0.78 5.35 4.15
46 H 1.47 3.71 3.03
47 H 1.48 3.18 4.76
48 H 2.30 4.78 4.16
49 C -0.79 -0.73 3.22
50 C 0.44 -0.62 4.03
51 N 1.32 -0.55 4.74
52 H -1.19 0.27 3.08
53 H -1.58 -1.26 3.78
54 H -0.45 -1.19 2.28
55 C -2.97 -3.67 1.52
56 C -2.54 -4.11 0.19
57 N -2.12 -4.38 -0.82
58 H -2.87 -4.62 2.04
59 H -3.91 -3.19 1.63
60 H -2.13 -3.05 1.81

And the natural (NBO) charges, in e, turn out to be: Hg 1.57; Hg 1.56; F -0.76; F -0.77; F -0.80; F -0.80; C -0.75; C 0.33; N -0.39; H 0.27; H 0.29; H 0.25; C -0.75; C 0.35; N -0.41; H 0.28; H 0.26; H 0.28; C -0.72; C 0.32; N -0.39; H 0.25; H 0.27; H 0.27; C -0.72; C 0.35; N -0.41; H 0.25; H 0.28; H 0.25; C -0.77; C 0.33; N -0.39; H 0.27; H 0.26; H 0.31; C -0.75; C 0.32; N -0.38; H 0.30; H 0.26; H 0.25; C -0.72; C 0.29; N -0.34; H 0.26; H 0.26; H 0.25; C -0.73; C 0.33; N -0.40; H 0.27; H 0.25; H 0.28; C -0.72; C 0.33; N -0.40; H 0.25; H 0.26; H 0.28